{
  "formula": "C4H4FN",
  "method": "ωB97M-V/def2-TZVPD",
  "symbols": ["C", "C", "C", "C", "N", "F", "H", "H", "H", "H"],
  "coordinates": [[1.35500, -0.88021, -0.06661], [0.06346, -0.37379, -0.01303], [2.36277, 0.01095, -0.05864], [0.00477, 1.11569, -0.00278], [1.16352, 1.87825, 0.00632], [3.66248, 0.03545, 0.01253], [1.38421, -1.98147, -0.31396], [-0.74274, -0.93644, 0.28577], [-0.61557, 1.18730, -0.84854], [-0.79288, 1.27103, 0.76566]],
  "e_above_lowest_kj_mol": 182.3,
  "e_tot_ev": -8412.7901,
  "gap_ev": [7.336, 8.565],
  "lumo_ha": [0.001, -0.031],
  "multiplicity": 3,
  "fmax_ev_per_a": 3.26,
  "homo_ev": [-7.323, -9.404]
}